# 1
ORCA calculation (ωB97M-V with the def2-TZVPD basis set) on a 2-piece molecular cluster, C4H14N2O overall.

Each line ends with the Löwdin charge.
Cartesian coordinates (Å):
C  0.979  0.786  -0.884  -0.133
N  -0.479  0.720  -0.788  -0.138
C  -0.967  -0.074  0.356  -0.247
C  -0.754  -1.576  0.302  -0.193
C  0.616  -2.145  0.699  -0.282
N  0.841  -2.217  2.135  -0.003
H  1.332  1.677  -1.416  0.067
H  1.425  0.731  0.095  0.079
H  1.373  -0.047  -1.486  0.080
H  -0.973  0.512  -1.642  0.107
H  -2.037  0.111  0.332  0.107
H  -0.600  0.511  1.200  0.115
H  -1.085  -1.906  -0.686  0.108
H  -1.544  -2.015  0.931  0.107
H  1.336  -1.435  0.306  0.075
H  0.776  -3.106  0.265  0.100
H  0.378  -1.448  2.581  0.050
H  0.364  -3.022  2.519  0.062
O  -0.305  3.818  -1.609  -0.072
H  -0.095  2.897  -1.398  -0.027
H  -0.395  4.198  -0.726  0.037

Computed properties:
SMILES string: CNCCCN.O
Frontier orbital gap: 9.8 eV
HOMO: -8.88 eV
DFT total energy: -345.51743 Eh
M: 106.17 Da
Energy above the lowest of the compared OMol25 structures with the same formula, charge and spin: 36.9 kcal/mol
Net charge: 0
2S+1: 1

---

# 2
ORCA calculation (ωB97M-V with the def2-TZVPD basis set) on a 2-piece molecular cluster, C4H14N2O overall.

Each line ends with the Löwdin charge.
Cartesian coordinates (Å):
N  -0.512  1.995  -0.631  0.065
C  -1.520  0.648  0.012  -0.173
C  -1.452  -0.285  -1.197  -0.323
N  -2.129  -1.545  -0.894  -0.011
H  0.225  1.912  0.063  0.020
H  -1.186  2.733  -0.461  0.046
H  -1.677  0.072  0.926  0.117
H  -2.390  1.304  -0.013  0.093
H  -2.035  0.224  -1.967  0.108
H  -0.436  -0.384  -1.587  0.104
H  -2.086  -2.162  -1.698  0.064
H  -1.631  -2.045  -0.163  0.065
C  2.707  -1.142  1.107  -0.086
C  2.051  0.160  0.659  -0.341
O  0.668  0.129  0.932  -0.168
H  3.781  -1.043  0.957  0.072
H  2.291  -1.976  0.548  0.072
H  2.531  -1.223  2.179  0.073
H  2.534  0.989  1.194  0.107
H  2.220  0.302  -0.416  0.112
H  -0.013  0.597  0.303  -0.015

Computed properties:
SMILES string: NCCN.CCO
Frontier orbital gap: 10.5 eV
HOMO: -9.51 eV
DFT total energy: -345.41474 Eh
M: 106.17 Da
Energy above the lowest of the compared OMol25 structures with the same formula, charge and spin: 101.3 kcal/mol
Net charge: 0
2S+1: 1

---

# 3
ORCA calculation (ωB97M-V with the def2-TZVPD basis set) on a 2-piece molecular cluster, C4H14N2O overall.

Each line ends with the Löwdin charge.
Cartesian coordinates (Å):
C  -2.707  0.470  1.937  -0.146
N  -2.379  0.403  0.536  -0.135
C  -1.412  -0.592  0.166  -0.251
C  0.070  -0.209  0.473  -0.182
C  0.654  0.579  -0.683  -0.318
N  1.959  1.176  -0.371  -0.013
H  -1.927  0.853  2.595  0.066
H  -2.968  -0.523  2.294  0.078
H  -3.582  1.094  2.098  0.073
H  -2.094  1.301  0.170  0.097
H  -1.492  -0.781  -0.908  0.109
H  -1.601  -1.553  0.632  0.107
H  0.007  0.497  1.308  0.098
H  0.726  -1.013  0.773  0.101
H  0.835  -0.081  -1.530  0.099
H  -0.049  1.341  -1.036  0.107
H  2.473  1.308  -1.240  0.060
H  1.870  2.078  0.073  0.062
O  3.011  -1.806  -1.782  -0.070
H  3.403  -1.039  -2.216  0.029
H  2.928  -1.461  -0.875  0.029

Computed properties:
SMILES string: CNCCCN.O
Frontier orbital gap: 9.5 eV
HOMO: -8.65 eV
DFT total energy: -345.52543 Eh
M: 106.17 Da
Energy above the lowest of the compared OMol25 structures with the same formula, charge and spin: 31.9 kcal/mol
Net charge: 0
2S+1: 1

---

# 4
ORCA calculation (ωB97M-V with the def2-TZVPD basis set) on a 2-piece molecular cluster, C4H14N2O overall.

Each line ends with the Löwdin charge.
Cartesian coordinates (Å):
C  0.067  0.857  -1.664  -0.138
N  -0.086  -0.097  -0.606  -0.111
C  0.544  0.123  0.678  -0.407
C  0.256  1.516  1.167  -0.086
C  -0.003  -0.974  1.630  -0.243
N  -0.075  -0.539  3.027  -0.015
H  1.124  1.038  -1.881  0.089
H  -0.359  0.564  -2.615  0.053
H  -0.443  1.812  -1.506  0.077
H  -0.490  -0.975  -0.864  0.096
H  1.627  0.021  0.591  0.133
H  -0.810  1.767  1.189  0.091
H  0.766  2.250  0.536  0.075
H  0.630  1.677  2.173  0.070
H  -1.001  -1.203  1.258  0.103
H  0.656  -1.837  1.571  0.110
H  -0.805  0.170  3.072  0.063
H  -0.398  -1.334  3.567  0.064
O  -0.444  -1.434  -4.126  -0.052
H  -0.680  -1.098  -3.257  -0.009
H  -0.077  -2.303  -3.941  0.038

Computed properties:
SMILES string: CN[C@@H](C)CN.O
Frontier orbital gap: 9.2 eV
HOMO: -8.41 eV
DFT total energy: -345.51592 Eh
M: 106.17 Da
Energy above the lowest of the compared OMol25 structures with the same formula, charge and spin: 37.8 kcal/mol
Net charge: 0
2S+1: 1

---

# 5
ORCA calculation (ωB97M-V with the def2-TZVPD basis set) on a 2-piece molecular cluster, C4H14N2O overall.

Each line ends with the Löwdin charge.
Cartesian coordinates (Å):
C  -0.928  2.607  0.425  -0.129
N  -0.664  1.302  -0.252  -0.136
C  0.263  1.101  -1.357  -0.227
C  1.092  -0.201  -1.244  -0.183
N  1.937  -0.354  -0.010  -0.112
C  1.284  -0.505  1.260  -0.150
H  0.079  2.985  0.894  0.107
H  -1.198  3.446  -0.259  0.064
H  -1.803  2.606  1.000  0.042
H  -1.600  1.043  -0.557  0.097
H  0.803  1.996  -1.600  0.102
H  -0.395  0.955  -2.211  0.102
H  1.712  -0.366  -2.049  0.076
H  0.365  -1.025  -1.086  0.116
H  2.609  0.322  -0.139  0.060
H  0.973  0.424  1.611  0.027
H  2.026  -0.766  2.048  0.085
H  0.417  -1.130  1.314  0.064
O  -2.389  -3.456  0.762  -0.035
H  -2.383  -4.359  0.953  -0.005
H  -1.667  -3.122  1.310  0.034

Computed properties:
SMILES string: CNCCNC.O
Frontier orbital gap: 8.8 eV
HOMO: -7.92 eV
DFT total energy: -345.46874 Eh
M: 106.17 Da
Energy above the lowest of the compared OMol25 structures with the same formula, charge and spin: 67.4 kcal/mol
Net charge: 0
2S+1: 1

---

# 6
ORCA calculation (ωB97M-V with the def2-TZVPD basis set) on a 2-piece molecular cluster, C4H14N2O overall.

Each line ends with the Löwdin charge.
Cartesian coordinates (Å):
C  -0.256  -1.558  -0.294  -0.195
C  0.026  -0.088  -0.502  -0.157
C  1.445  0.143  -1.132  -0.159
N  2.155  1.157  -0.390  0.213
C  0.621  -2.295  0.713  -0.256
N  0.619  -1.680  2.011  0.082
H  -0.359  -2.059  -1.262  0.133
H  -1.276  -1.626  0.090  0.129
H  -0.064  0.581  0.359  0.108
H  -0.773  0.274  -1.152  0.125
H  1.417  0.438  -2.180  0.142
H  2.030  -0.764  -0.994  0.120
H  3.013  0.917  0.102  0.141
H  2.292  2.051  -0.864  0.141
H  0.251  -3.309  0.832  0.128
H  1.653  -2.412  0.327  0.122
H  0.347  -0.704  2.015  0.077
H  -0.003  -2.133  2.672  0.104
H  -3.126  3.627  -0.231  0.021
H  -4.269  3.419  -1.283  0.032
O  -4.069  3.502  -0.349  -0.053

Computed properties:
Frontier orbital gap (alpha / beta): 10.7 / 4.1 eV
HOMO (alpha / beta): -13.81 / -12.88 eV
DFT total energy: -345.19858 Eh
M: 106.17 Da
Energy above the lowest of the compared OMol25 structures with the same formula, charge and spin: 28.5 kcal/mol
Net charge: +1
2S+1: 2